ORCA calculation (ωB97M-V/def2-TZVPD) on C32H52N9O7 as an isolated structure.

frontier orbital gap = 4.98 eV
LUMO = -4.82 eV
energy above the lowest of the compared OMol25 structures with the same formula, charge and spin = 0.515 eV
E_HOMO = -9.8 eV
charge = +1
F_max = 15.24 eV Å⁻¹

Each line ends with the Löwdin charge.
Atoms and positions in Å:
C (54.97400, 35.15600, 3.77700)  0.009
C (54.41800, 33.76500, 4.12500)  -0.413
C (55.64100, 32.67200, 4.13800)  -0.152
C (56.50700, 32.92700, 5.25100)  -0.190
C (55.57400, 32.64700, 6.51600)  -0.093
C (54.45500, 33.73000, 6.70300)  -0.337
N (53.72400, 33.79000, 5.41900)  0.019
O (52.50200, 33.86500, 5.48100)  0.202
C (55.12700, 35.10900, 7.19800)  0.025
C (53.45300, 33.24600, 7.87200)  0.012
C (53.52900, 33.35200, 2.97400)  -0.017
H (54.31500, 35.92300, 3.93000)  0.065
H (55.38000, 35.13900, 2.87500)  0.044
H (55.71500, 35.53500, 4.35600)  0.052
H (56.12900, 32.71800, 3.20700)  0.097
H (55.21900, 31.58200, 4.01700)  0.148
H (56.89100, 33.96500, 5.40500)  0.108
H (57.40600, 32.06600, 5.25700)  0.166
H (56.38000, 32.61200, 7.61900)  0.222
H (55.14600, 31.76600, 6.32300)  0.043
H (55.18000, 34.99900, 8.29800)  0.110
H (54.46000, 35.84200, 7.15900)  0.009
H (56.01200, 35.43300, 6.62000)  0.076
H (53.93800, 32.95600, 8.70100)  0.018
H (53.01200, 32.30100, 7.48400)  0.097
H (52.75100, 33.92900, 8.24200)  0.076
H (53.16700, 32.31400, 3.35900)  0.092
H (54.24800, 33.58400, 2.03100)  0.160
H (52.59100, 34.03100, 2.96600)  0.110
N (61.89600, 30.97900, 6.51100)  -0.079
C (61.85200, 32.29500, 5.93100)  -0.063
C (60.42000, 32.81400, 6.32600)  -0.037
C (59.95100, 31.80800, 7.37200)  -0.071
C (60.92800, 30.62500, 7.34500)  -0.115
H (62.59700, 30.34200, 6.02400)  0.181
H (62.71100, 32.73000, 5.41000)  0.089
H (59.94400, 33.71500, 6.04100)  0.039
H (58.94500, 31.76000, 7.71100)  0.033
H (60.92800, 29.77400, 7.88700)  0.063
N (55.35000, 30.87200, 10.74300)  -0.008
C (56.29300, 30.30200, 9.96100)  -0.151
C (55.66400, 29.64900, 8.81800)  -0.081
C (54.31800, 30.07200, 8.87600)  -0.120
C (54.10300, 30.68000, 10.13400)  -0.114
H (55.46400, 31.08100, 11.78700)  0.191
H (57.33700, 30.37600, 10.17400)  0.090
H (56.36700, 29.37800, 8.05300)  0.080
H (53.70900, 29.75100, 8.12200)  0.051
H (53.26800, 31.06900, 10.63300)  0.090
N (52.75500, 29.74700, 2.60500)  -0.074
C (53.33900, 29.45100, 3.82000)  -0.115
C (52.25200, 29.74400, 4.90600)  -0.044
C (51.05500, 30.20200, 4.11600)  -0.058
C (51.41600, 30.27800, 2.60000)  -0.031
H (53.43200, 29.54700, 1.70600)  0.223
H (54.23700, 28.99700, 3.87000)  0.048
H (52.32500, 29.65600, 5.90800)  0.004
H (49.95300, 30.35400, 4.45300)  0.104
H (51.07200, 30.42500, 1.75400)  -0.007
N (50.74900, 37.62600, 7.28500)  -0.033
C (50.21700, 36.91800, 6.21900)  -0.094
C (51.28500, 36.88500, 5.03400)  -0.068
C (52.40000, 37.72900, 5.56900)  -0.161
C (51.99700, 38.22200, 6.87800)  -0.150
H (50.33700, 37.86300, 8.21300)  0.160
H (49.28100, 36.42700, 6.05700)  0.075
H (51.33400, 36.30300, 4.06400)  0.075
H (53.40300, 38.03100, 5.08200)  0.080
H (52.63200, 38.96300, 7.71800)  0.171
N (54.45600, 39.19500, 2.95000)  -0.056
C (55.73800, 39.10600, 3.26000)  -0.111
C (56.25700, 37.96200, 2.43700)  -0.056
C (55.19500, 37.63000, 1.43900)  -0.059
C (54.04500, 38.51300, 1.85000)  -0.109
H (53.95000, 39.95900, 3.35500)  0.151
H (56.21600, 39.70400, 3.99100)  0.085
H (57.07200, 37.46700, 2.36500)  0.000
H (55.17000, 36.80000, 0.68400)  0.095
H (52.99300, 38.47800, 1.45400)  0.118
C (59.28200, 34.87900, 9.88800)  -0.003
N (58.37100, 35.48100, 8.98400)  -0.364
O (58.38300, 35.06800, 7.75700)  -0.007
O (57.56900, 36.37700, 9.29400)  0.061
H (58.91200, 34.35200, 10.82100)  0.127
H (60.11600, 35.48700, 10.40800)  0.144
H (59.83200, 34.07600, 9.37800)  0.084
C (59.82700, 29.95600, 3.93300)  0.026
N (59.22200, 30.65800, 2.80200)  -0.538
O (58.83600, 31.71600, 3.04000)  0.078
O (59.32100, 30.23900, 1.69200)  0.081
H (60.85100, 30.53900, 4.05800)  0.133
H (59.79500, 28.76500, 3.54200)  0.173
H (59.23600, 29.99300, 4.76400)  0.029
C (57.51600, 38.51900, 6.73500)  0.013
N (56.25800, 39.17100, 7.18400)  -0.319
O (55.42000, 38.23200, 7.25800)  0.000
O (56.10500, 40.29800, 7.79100)  0.046
H (58.41600, 39.01000, 6.91700)  0.066
H (57.58100, 38.56900, 5.66000)  0.081
H (57.86500, 37.56500, 7.27300)  0.101